Entry 1:
This record from the Open Molecules 2025 dataset describes an isolated ion of composition C2H12N4O and charge +2 at a distorted geometry. The level of theory is ωB97M-V/def2-TZVPD.

Calculated values
spin multiplicity: 3
net charge: +2
molar mass: 108.1 u
frontier orbital gap (spin up / spin down): 6.2 / 8.0 eV
energy relative to the best compared isomer or geometry (same formula, charge and spin): 81.1 kcal/mol

The geometry in XYZ format:
```
19
C2H12N4O, DFT ωB97M-V/def2-TZVPD
C -0.5646 1.4229 0.3475
C 0.1664 0.1836 -0.2581
N 1.0681 -0.3003 0.8203
N -0.6208 -0.9369 -0.6710
N 2.2955 -0.7641 0.3689
N -2.0160 -0.8616 -0.1938
O 0.9451 0.6408 -1.3612
H -0.2140 2.4239 0.0520
H -1.5731 1.3995 0.1543
H -0.5690 1.4525 1.4384
H 1.1897 0.4653 1.5015
H -0.5827 -1.2105 -1.6049
H 2.9249 -0.0485 -0.0323
H 2.0085 -1.3335 -0.4646
H 2.9725 -1.2696 1.0239
H -2.5951 -1.5044 -0.6556
H -2.0082 -1.0182 0.8760
H -2.2895 0.0585 -0.2884
H 0.5599 1.4032 -1.7893
```



Entry 2:
This record from the Open Molecules 2025 dataset describes a 2-piece molecular cluster, C2H12N5 overall at a distorted geometry. The level of theory is ωB97M-V/def2-TZVPD.

Calculated values
spin multiplicity: 1
net charge: +1
molar mass: 106.2 u
frontier orbital gap: 10.0 eV
energy relative to the best compared isomer or geometry (same formula, charge and spin): 29.4 kcal/mol

The geometry in XYZ format:
```
19
C2H12N5, DFT ωB97M-V/def2-TZVPD
C 0.7738 -0.0900 -2.0961
C -0.6148 -0.3963 1.6523
N 1.6661 0.4081 -1.3099
N 1.0134 -0.3467 -3.3488
N -1.3578 -0.0757 2.7770
N -1.4376 -0.5508 0.4568
N 0.3845 0.7381 1.1519
H -0.1772 -0.4146 -1.5857
H -0.1134 -1.3593 1.9699
H 1.3998 0.5424 -0.3113
H 2.5859 0.8073 -1.6263
H 1.7783 -0.0201 -3.9941
H 0.2697 -0.6792 -3.9301
H -1.1379 -0.4443 3.6690
H -1.4913 0.9124 2.8350
H -2.3332 -0.1410 0.7539
H -1.8125 -1.4875 0.3785
H -0.3223 1.3535 0.7521
H 0.9265 1.2435 1.8058
```



Entry 3:
This record from the Open Molecules 2025 dataset describes a 3-piece molecular cluster, C2H12NO2 overall at a distorted geometry. The level of theory is ωB97M-V/def2-TZVPD.

Calculated values
spin multiplicity: 2
net charge: 0
molar mass: 82.1 u
frontier orbital gap (spin up / spin down): 3.9 / 12.3 eV
energy relative to the best compared isomer or geometry (same formula, charge and spin): 31.7 kcal/mol

The geometry in XYZ format:
```
17
C2H12NO2, DFT ωB97M-V/def2-TZVPD
C -1.0224 0.0085 2.1094
N -0.0761 -1.2257 1.6689
C 0.3610 -1.0444 0.2158
H -1.6508 0.1568 1.2648
H -0.6105 0.9758 2.4737
H -1.5417 -0.4105 3.0237
H 0.7036 -1.2125 2.2352
H -0.5849 -2.0679 1.8619
H 0.6968 -0.0225 0.0581
H 1.1764 -1.6208 0.1378
H -0.5744 -1.2199 -0.4692
H 3.4317 4.2522 -2.8201
H 4.1144 2.9271 -2.6281
O 3.2873 3.2918 -2.9704
H -2.9429 -2.0968 -0.2110
H -3.3835 -0.9464 -1.2294
O -2.5789 -1.2817 -0.6960
```



Entry 4:
This record from the Open Molecules 2025 dataset describes a 3-piece molecular cluster, C2H12NO2 overall at a distorted geometry. The level of theory is ωB97M-V/def2-TZVPD.

Calculated values
spin multiplicity: 1
net charge: +1
molar mass: 82.1 u
frontier orbital gap: 12.3 eV
energy relative to the best compared isomer or geometry (same formula, charge and spin): 19.6 kcal/mol

The geometry in XYZ format:
```
17
C2H12NO2, DFT ωB97M-V/def2-TZVPD
C 0.5297 -1.1562 1.3937
N 0.9870 -0.8013 0.0060
C 0.1489 -1.4461 -1.0653
H 1.2668 -0.9164 2.1463
H 0.4162 -2.2434 1.3903
H -0.4941 -0.8162 1.4836
H 0.9444 0.2058 -0.1648
H 1.9598 -1.0806 -0.1007
H -0.6909 -0.7588 -1.1781
H 0.6306 -1.8344 -1.9497
H -0.4203 -2.2338 -0.5705
H -2.4210 2.6327 -0.1518
H -2.5547 1.3449 0.5918
O -1.9084 1.8372 0.0821
H -0.1354 2.3055 -0.1939
H 1.0117 2.8384 -1.1365
O 0.7297 2.1226 -0.5824
```



Entry 5:
This record from the Open Molecules 2025 dataset describes a 4-piece molecular cluster, C2H12NO3 overall at a distorted geometry. The level of theory is ωB97M-V/def2-TZVPD.

Calculated values
spin multiplicity: 1
net charge: +1
molar mass: 98.1 u
frontier orbital gap: 11.8 eV
energy relative to the best compared isomer or geometry (same formula, charge and spin): 18.1 kcal/mol

The geometry in XYZ format:
```
18
C2H12NO3, DFT ωB97M-V/def2-TZVPD
C 1.5718 1.0684 0.0608
C 1.5800 1.7316 1.2031
N 0.5439 0.0462 -0.1645
H 1.9525 1.4348 -0.8798
H 2.3689 2.4428 1.3536
H 0.9266 1.4591 2.0192
H -0.2159 0.2456 -0.8484
H 0.9030 -0.8787 -0.4819
H 0.0375 -0.2631 0.6749
H 1.3236 -3.0066 -1.9496
H -0.1753 -2.8170 -1.4326
O 0.7326 -2.5104 -1.3789
H -1.2252 0.2627 2.5999
H -2.2948 -0.6838 2.0465
O -1.7305 0.0590 1.8038
H -1.8877 0.9150 -2.1705
H -2.5374 0.3324 -0.8885
O -1.8735 0.1620 -1.5672
```



Entry 6:
This record from the Open Molecules 2025 dataset describes a 2-piece molecular cluster, C2H12NSi2 overall. The level of theory is ωB97M-V/def2-TZVPD.

Calculated values
spin multiplicity: 1
net charge: +1
molar mass: 106.3 u
frontier orbital gap: 9.9 eV
energy relative to the best compared isomer or geometry (same formula, charge and spin): 43.4 kcal/mol

The geometry in XYZ format:
```
17
C2H12NSi2, DFT ωB97M-V/def2-TZVPD
C -0.2770 0.9054 0.3330
C 0.4409 -0.0093 -0.4151
N -2.6185 0.4662 -0.0610
Si 2.3335 0.7400 -0.0690
Si 0.4256 -1.8806 0.1149
H -0.5785 1.8643 -0.0540
H -0.4086 0.7546 1.3904
H 0.3651 0.1506 -1.4904
H -3.1388 0.9397 0.6673
H -2.8299 -0.5225 -0.0258
H -2.9054 0.8341 -0.9603
H 2.5119 0.7693 1.3775
H 3.0984 -0.2761 -0.7812
H 2.3434 2.0556 -0.6990
H -0.9825 -2.2681 0.1392
H 1.0315 -1.9389 1.4432
H 1.1888 -2.5843 -0.9096
```